[1]
The following is a DFT calculation (ωB97M-V/def2-TZVPD) of a 2-piece molecular cluster, C6H6F3INO2 overall at a distorted geometry.

The calculation puts the HOMO energy at -13.28 eV. The value obtained for the HOMO-LUMO gap is 9.538 eV.

```
! RIJCOSX wB97M-V def2-TZVPD def2/J DEFGRID3
* xyz 1 1
C 1.016 -0.603 -0.387
C 1.252 0.287 0.595
C -1.651 -2.543 -1.608
C -0.645 1.143 -0.288
C -2.152 0.858 0.297
C 2.380 0.521 1.577
N -0.192 -0.139 -1.104
O -1.990 -3.594 -1.705
O 0.309 1.233 0.711
F 3.331 -0.401 1.411
F 3.060 1.595 1.363
F 1.802 0.519 2.786
I 1.823 -2.506 -0.725
H -0.444 1.986 -0.956
H -2.560 1.787 0.728
H -2.000 0.191 1.103
H -2.646 0.404 -0.610
H 0.303 0.132 -1.943
H -0.996 -0.869 -1.245
*
```

[2]
The following is a DFT calculation (ωB97M-V/def2-TZVPD) of C6H6F6MgN4O3Sb as an isolated structure.

For the relative energy (zero: lowest compared OMol25 entry of this formula, charge and spin), the calculation gives 0.0000 eV. The calculation puts the HOMO energy (alpha / beta) at -9.32 / -9.32 eV. The value obtained for the HOMO-LUMO gap (alpha / beta) is 6.941 / 5.374 eV.

```
! RIJCOSX wB97M-V def2-TZVPD def2/J DEFGRID3
* xyz 0 2
Mg 0.503 0.040 0.602
N -1.461 0.402 1.466
C -2.400 0.995 0.467
C -1.734 2.023 -0.441
C -0.882 1.400 -1.560
O -1.105 1.696 -2.713
O 0.034 0.576 -1.154
H -1.911 -0.401 1.895
H -1.323 1.065 2.225
H -3.240 1.460 0.987
H -2.799 0.175 -0.131
H -1.111 2.701 0.154
H -2.507 2.631 -0.908
F 1.289 1.771 1.649
Sb 2.790 0.747 2.336
F 2.619 1.435 4.054
F 4.015 2.006 1.747
F 4.023 -0.566 2.785
F 2.578 -0.041 0.554
F 1.294 -0.503 2.568
O 0.314 -2.085 0.290
N 1.081 -3.006 0.106
C 1.300 -3.759 -0.910
C 2.258 -4.814 -0.771
N 3.020 -5.665 -0.683
C 0.596 -3.559 -2.143
N 0.013 -3.392 -3.116
*
```

[3]
The following is a DFT calculation (ωB97M-V/def2-TZVPD) of a 2-piece molecular cluster, C6H6F6N2 overall at a distorted geometry.

For the relative energy (zero: lowest compared OMol25 entry of this formula, charge and spin), the calculation gives 1.6071 eV. The calculation puts the HOMO energy (alpha / beta) at -9.42 / -9.41 eV. The value obtained for the HOMO-LUMO gap (alpha / beta) is 8.969 / 8.965 eV.

```
! RIJCOSX wB97M-V def2-TZVPD def2/J DEFGRID3
* xyz 0 1
C -1.519 -0.060 -0.379
C -1.346 0.260 0.906
C -0.541 -0.491 -1.383
C -0.097 0.158 1.553
C 0.871 -0.018 -0.969
C 1.100 -0.341 0.546
N -0.419 -1.922 -1.284
N 0.237 2.248 1.877
F -0.811 -0.055 -2.671
F 0.067 -0.368 2.735
F 1.824 -0.593 -1.739
F 0.989 1.316 -1.191
F 2.286 0.279 0.942
F 1.252 -1.691 0.771
H -2.503 0.142 -0.733
H -2.194 0.614 1.491
H 0.529 -2.141 -1.759
H -1.158 -2.317 -1.899
H 1.126 2.274 2.281
H 0.308 2.706 0.904
*
```